Computed, not measured: 10 unconnected molecules or ions with the total composition C61H77BrF17N14O2S2, with ωB97M-V/def2-TZVPD.

Geometry as ORCA input:
```
! wB97M-V def2-TZVPD RIJCOSX def2/J DEFGRID3
* xyz 1 1
C -0.10 -5.34 -1.36
C 0.45 -4.11 -2.36
C -0.71 -3.07 -2.83
C -0.53 -3.28 -4.49
C -0.93 -1.55 -2.35
C -2.59 -1.33 -2.52
C -3.42 -1.98 -3.72
C -0.25 -0.44 -3.39
C -1.04 0.08 -4.67
S -0.01 1.52 -5.39
O -0.66 1.93 -6.77
O 1.45 1.07 -5.66
N 0.34 0.80 -2.78
C -0.35 1.43 -1.65
N 0.52 2.53 -1.10
Br -1.91 2.58 -2.37
C -0.91 0.32 -0.61
N -0.80 0.70 0.88
C -1.79 1.58 1.23
S -3.17 2.46 1.79
N -0.54 -1.15 -0.89
C 0.98 -1.40 -0.71
C 1.90 -0.44 0.16
C 3.44 -1.09 0.25
F 3.33 -2.27 1.16
F 3.97 -1.58 -1.03
C 4.45 -0.02 0.98
F 5.69 -0.84 1.31
F 3.86 0.30 2.30
C 4.91 1.26 0.07
F 6.36 0.99 -0.27
F 4.24 1.32 -1.28
C 4.71 2.73 0.83
F 3.27 2.94 1.23
F 5.62 2.63 2.04
C 5.06 4.02 -0.13
F 6.31 3.82 -0.97
F 3.99 4.24 -1.17
C 5.35 5.43 0.66
F 6.55 5.37 1.58
F 5.79 6.40 -0.42
C 4.11 6.14 1.42
F 2.75 5.80 0.96
F 4.26 7.62 1.16
C 4.15 6.02 3.08
F 5.21 6.90 3.70
F 2.85 6.63 3.56
F 4.15 4.63 3.59
C -1.08 -1.96 0.21
C -2.44 -2.05 0.97
C -2.50 -3.28 2.12
N -3.63 -1.38 0.95
H -1.23 -5.60 -1.57
H 0.51 -6.34 -1.52
H 0.09 -5.06 -0.21
H 0.84 -4.82 -3.25
H 1.47 -3.67 -2.01
H -1.70 -3.68 -2.52
H 0.61 -3.08 -4.74
H -0.73 -4.44 -4.69
H -1.27 -2.71 -5.15
H -3.18 -1.82 -1.60
H -2.86 -0.17 -2.57
H -3.17 -1.67 -4.82
H -3.44 -3.18 -3.72
H -4.56 -1.68 -3.55
H 0.74 -0.99 -3.78
H -1.16 -0.62 -5.59
H -2.12 0.56 -4.49
H -0.02 2.67 -4.60
H 1.38 0.67 -2.60
H 0.29 2.84 -0.15
H 1.53 2.42 -1.30
H -2.08 0.53 -0.70
H 1.19 -2.48 -0.24
H 1.54 -1.52 -1.76
H 1.53 -0.45 1.30
H 2.05 0.67 -0.13
H -0.87 -3.10 -0.09
H -0.31 -1.84 1.13
H -3.07 -4.15 1.55
H -3.19 -2.95 3.01
H -1.43 -3.59 2.47
H -3.49 -0.70 0.19
N -6.67 -3.07 -1.47
C -6.30 -4.37 -1.64
C -7.23 -4.97 -2.46
C -8.19 -3.99 -2.80
C -7.82 -2.82 -2.17
H -6.17 -2.39 -0.90
H -5.41 -4.77 -1.17
H -7.21 -6.00 -2.79
H -9.06 -4.12 -3.43
H -8.27 -1.84 -2.17
N -4.27 3.27 -8.35
C -3.38 2.84 -7.40
C -4.10 2.31 -6.35
C -5.48 2.42 -6.69
C -5.55 3.02 -7.93
H -4.01 3.71 -9.23
H -2.31 2.95 -7.54
H -3.69 1.89 -5.44
H -6.32 2.11 -6.09
H -6.39 3.28 -8.54
N 1.57 4.13 5.31
C 0.94 3.08 5.93
C -0.11 3.59 6.66
C -0.12 4.99 6.47
C 0.93 5.30 5.63
H 2.38 4.05 4.71
H 1.29 2.07 5.80
H -0.80 3.01 7.27
H -0.81 5.70 6.90
H 1.27 6.24 5.23
N 2.12 -0.67 -8.54
C 3.21 -0.31 -7.80
C 4.30 -1.02 -8.27
C 3.84 -1.84 -9.33
C 2.49 -1.60 -9.48
H 1.18 -0.31 -8.42
H 3.13 0.42 -7.01
H 5.31 -0.96 -7.88
H 4.43 -2.53 -9.92
H 1.77 -2.01 -10.17
N -2.22 6.10 0.61
C -3.57 6.35 0.62
C -3.78 7.54 1.28
C -2.51 8.03 1.68
C -1.57 7.13 1.24
H -1.78 5.30 0.19
H -4.26 5.66 0.16
H -4.74 8.00 1.46
H -2.31 8.95 2.22
H -0.49 7.12 1.34
N 7.65 -2.89 -7.41
C 8.75 -2.11 -7.64
C 9.55 -2.16 -6.52
C 8.92 -3.02 -5.59
C 7.75 -3.46 -6.16
H 6.89 -3.04 -8.05
H 8.86 -1.58 -8.57
H 10.50 -1.65 -6.40
H 9.28 -3.28 -4.60
H 6.98 -4.12 -5.79
N -6.45 -4.42 2.37
C -5.57 -4.85 3.32
C -6.29 -5.38 4.36
C -7.66 -5.27 4.03
C -7.73 -4.68 2.79
H -6.20 -3.99 1.49
H -4.50 -4.75 3.17
H -5.88 -5.80 5.27
H -8.51 -5.59 4.63
H -8.58 -4.41 2.17
N 1.39 2.00 9.45
C 2.02 2.36 10.61
C 2.69 1.26 11.10
C 2.46 0.20 10.19
C 1.66 0.69 9.17
H 0.82 2.61 8.87
H 1.93 3.37 11.00
H 3.27 1.22 12.00
H 2.84 -0.81 10.26
H 1.27 0.21 8.29
N 0.51 -2.00 12.31
C -0.56 -2.71 11.82
C -0.30 -4.05 12.02
C 0.96 -4.15 12.66
C 1.43 -2.87 12.83
H 0.59 -0.99 12.29
H -1.40 -2.20 11.37
H -0.95 -4.86 11.74
H 1.46 -5.05 12.96
H 2.35 -2.50 13.27
*
```

Results
E_LUMO = -4.476 eV
highest occupied orbital energy = -9.12 eV
HOMO-LUMO gap = 4.65 eV
M = 1505.39 g mol⁻¹
total energy = -8354.634285 Ha